Molecular formula: C4H13N2S
Method: DFT, ωB97M-V/def2-TZVPD

The charge is +1. Its total energy is -18166.802 eV. For the max |F|, the calculation gives 0.03676 hartree/bohr. The value obtained for the molar mass is 121.23 Da. For the relative energy (zero: lowest compared OMol25 entry of this formula, charge and spin), the calculation gives 39.0 kcal per mole. As for the lowest unoccupied orbital energy: -4.6500 eV. The gap between HOMO and LUMO is 8.35 eV.

XYZ file:
```
20
C4H13N2S (ωB97M-V/def2-TZVPD)
C -2.4665 -1.2728 -1.4113
C -0.9886 0.4850 -2.2397
N -1.1935 -0.5508 -1.5335
H -2.7790 -1.1984 -0.3480
H -2.2047 -2.3074 -1.6349
H -3.1998 -0.7831 -2.1016
H -1.7964 0.9217 -2.8205
H -0.0421 0.9680 -2.2274
H -0.3757 -0.8821 -0.9442
C 0.1235 1.0714 1.2851
C 1.3152 0.1169 1.4299
S 1.6998 -0.8246 -0.1162
N -0.0801 1.8257 2.5102
H 0.3237 1.6749 0.4090
H -0.7592 0.4145 1.0776
H 2.1868 0.7727 1.6501
H 1.1951 -0.6242 2.2206
H 1.4076 -2.0652 0.3275
H 0.7276 2.5044 2.6292
H -0.8657 2.4708 2.4019
```

Atomic partial charges in e from the Löwdin method, atoms 1 to 8: 0.01, 0.15, -0.04, 0.12, 0.11, 0.12, 0.13, 0.10